(1)
2 unconnected molecules or ions with the total composition C19H27BF2N3O6 in a non-equilibrium geometry, computed with the ωB97M-V functional and the def2-TZVPD basis.

Structure (XYZ):
```
58
Properties=species:S:1:pos:R:3:nbo_charge:R:1
C -3.184 1.675 -1.512 -0.671
C -2.338 2.539 -2.601 0.034
C -3.163 3.141 -3.858 -0.654
C -0.929 2.803 -2.465 -0.233
C 0.196 1.653 -2.256 -0.445
C 0.921 1.708 -0.806 -0.402
C 0.625 0.337 -0.002 -0.227
C -0.747 0.545 0.859 -0.623
C 1.789 -0.107 1.023 -0.395
C 2.139 -1.702 0.961 -0.461
C 0.804 -2.616 0.865 0.277
N -0.181 -2.433 1.867 -0.182
N -1.266 -3.184 1.806 0.125
O -2.150 -2.970 2.845 -0.263
C -1.653 -1.873 3.654 0.480
N -1.608 -0.787 4.201 -0.243
C -1.726 -4.177 0.888 0.608
F -2.975 -4.837 1.046 -0.249
C -0.746 -4.521 -0.315 -0.209
C 0.568 -3.687 -0.254 0.104
C 1.720 -3.856 -1.366 -0.860
B 1.629 -5.198 -2.274 1.204
O 2.127 -5.089 -3.652 -0.911
O 1.160 -6.501 -1.869 -0.911
H -3.214 2.220 -0.489 0.228
H -2.800 0.598 -1.424 0.208
H -4.272 1.640 -1.901 0.223
H -2.829 4.224 -4.059 0.236
H -4.281 3.116 -3.601 0.209
H -2.992 2.455 -4.772 0.229
H -0.541 3.883 -2.517 0.219
H 1.008 1.846 -3.039 0.234
H -0.296 0.648 -2.499 0.197
H 0.502 2.585 -0.187 0.238
H 2.061 1.859 -0.904 0.213
H 0.420 -0.486 -0.799 0.184
H -0.480 0.768 1.959 0.216
H -1.298 1.476 0.462 0.239
H -1.399 -0.404 0.771 0.182
H 2.771 0.453 0.755 0.242
H 1.571 0.122 2.122 0.218
H 2.819 -1.839 0.052 0.245
H 2.762 -2.048 1.878 0.266
H -1.026 -5.301 -1.095 0.290
H 1.686 -2.940 -2.073 0.290
H 2.725 -3.791 -0.784 0.296
H 1.426 -4.579 -4.142 0.498
H 0.304 -6.624 -2.353 0.499
C 1.635 3.081 3.638 -0.133
C 1.102 4.454 3.891 0.441
O 1.502 5.173 2.743 -0.472
C 1.556 4.254 1.741 0.965
O 1.595 4.528 0.576 -0.555
O 1.552 2.979 2.224 -0.497
F 1.690 5.011 4.975 -0.317
H 2.677 2.968 3.949 0.209
H 1.038 2.306 4.124 0.208
H 0.014 4.502 3.995 0.159
```

Results
E_HOMO (eV): -9.6925
Gap between HOMO and LUMO (eV): 4.22
Lowest unoccupied orbital energy (eV): -5.47
Total charge: +1

***

(2)
2 unconnected molecules or ions with the total composition C19H27BNO3 in a non-equilibrium geometry, computed with the ωB97M-V functional and the def2-TZVPD basis.

Structure (XYZ):
```
51
Properties=species:S:1:pos:R:3:nbo_charge:R:1
C -4.880 0.827 0.927 -0.662
C -3.662 0.050 0.786 0.292
C -3.258 -0.891 -0.117 -0.332
C -1.947 -1.297 0.277 -0.299
C -1.582 -0.545 1.385 -0.020
B -0.376 -0.359 2.490 0.980
O 0.078 1.020 2.410 -0.763
C -0.611 1.847 3.370 -0.076
C -1.277 0.969 4.427 -0.233
N -0.897 -0.418 4.049 -0.406
C -1.935 -1.436 4.354 -0.412
C 0.406 -0.782 4.700 -0.239
C 0.998 -1.819 3.760 -0.073
O 0.651 -1.390 2.434 -0.754
O -2.659 0.265 1.686 -0.453
H -5.722 0.201 0.606 0.239
H -5.066 1.150 1.958 0.231
H -4.832 1.717 0.277 0.232
H -3.845 -1.314 -0.931 0.235
H -1.357 -2.064 -0.221 0.217
H 0.122 2.527 3.836 0.183
H -1.373 2.452 2.851 0.196
H -0.883 1.195 5.424 0.212
H -2.366 1.062 4.436 0.228
H -1.603 -2.052 5.199 0.210
H -2.880 -0.944 4.618 0.227
H -2.113 -2.086 3.486 0.243
H 1.038 0.117 4.730 0.222
H 0.228 -1.134 5.722 0.223
H 2.093 -1.874 3.873 0.193
H 0.572 -2.818 3.972 0.183
C 0.914 1.099 -0.776 -0.741
C 1.549 -0.026 -0.063 0.553
C 1.311 -1.384 -0.581 -0.759
C 2.576 0.180 0.902 -0.232
C 3.398 -0.878 1.412 -0.081
C 4.400 -0.636 2.349 -0.188
C 4.660 0.676 2.772 -0.102
C 3.857 1.729 2.327 -0.250
C 2.862 1.485 1.389 -0.037
H -0.003 1.460 -0.291 0.312
H 1.595 1.941 -0.927 0.251
H 0.638 0.754 -1.777 0.251
H 1.112 -2.073 0.247 0.295
H 0.454 -1.394 -1.256 0.249
H 2.165 -1.776 -1.148 0.283
H 3.256 -1.898 1.040 0.231
H 4.975 -1.464 2.785 0.231
H 5.488 0.875 3.448 0.236
H 3.990 2.747 2.695 0.241
H 2.267 2.309 0.998 0.230
```

Results
E_HOMO (eV): -10.3905
Gap between HOMO and LUMO (eV): 5.29
Relative energy (zero: lowest compared OMol25 entry of this formula, charge and spin) (kJ/mol): 15.4
Lowest unoccupied orbital energy (eV): -5.11
Total charge: +1

***

(3)
A molecular structure, C19H27BrN2O10P2Ta, computed with the ωB97M-V functional and the def2-TZVPD basis.

Structure (XYZ):
```
62
Properties=species:S:1:pos:R:3:nbo_charge:R:1
Ta 0.530 0.660 -0.553 2.625
C -6.837 0.017 -3.140 -0.596
C -5.824 0.341 -4.248 -0.115
C -5.994 -0.678 -5.374 -0.610
C -6.111 1.740 -4.812 -0.597
C -4.418 0.317 -3.654 0.137
C -4.092 1.212 -2.634 -0.272
C -2.829 1.173 -2.092 -0.114
Br -2.283 2.447 -0.789 0.167
C -1.872 0.263 -2.533 0.265
O -0.673 0.336 -1.890 -0.716
C -2.140 -0.620 -3.573 -0.047
C -3.432 -0.562 -4.097 -0.172
C -1.080 -1.586 -4.112 -0.079
C -0.605 -2.536 -3.002 -0.592
C 0.096 -0.775 -4.681 -0.595
C -1.634 -2.451 -5.246 -0.607
H -7.849 0.034 -3.546 0.220
H -6.792 0.742 -2.326 0.205
H -6.653 -0.975 -2.723 0.213
H -7.011 -0.614 -5.764 0.225
H -5.840 -1.700 -5.024 0.211
H -5.312 -0.484 -6.203 0.212
H -7.109 1.764 -5.251 0.220
H -5.391 2.002 -5.589 0.215
H -6.071 2.508 -4.039 0.205
H -4.806 1.939 -2.272 0.237
H -3.676 -1.242 -4.897 0.225
H -0.146 -2.019 -2.160 0.201
H 0.137 -3.225 -3.406 0.221
H -1.442 -3.123 -2.622 0.216
H 0.524 -0.094 -3.949 0.200
H -0.235 -0.185 -5.538 0.217
H 0.886 -1.449 -5.014 0.220
H -2.461 -3.080 -4.913 0.214
H -0.841 -3.110 -5.601 0.225
H -1.967 -1.851 -6.094 0.214
O 3.416 1.827 -3.146 -0.950
P 2.721 1.413 -1.832 2.575
O 1.420 2.207 -1.524 -1.041
O 2.162 -0.005 -1.814 -1.042
O 3.741 1.712 -0.663 -1.056
P 3.158 1.542 0.904 2.550
O 2.121 2.751 1.015 -1.009
O 4.207 1.560 1.898 -1.027
O 2.163 0.386 0.682 -1.121
H 4.314 2.179 -3.081 0.552
H 2.351 3.498 1.579 0.543
C -1.821 1.906 4.540 -0.402
N -1.351 1.031 3.461 -0.383
C -1.417 -0.309 3.555 0.173
C -1.010 -1.156 2.565 -0.394
C -0.506 -0.530 1.423 0.633
O -0.062 -1.101 0.340 -0.688
N -0.437 0.816 1.326 -0.739
C -0.858 1.679 2.315 0.795
O -0.829 2.877 2.221 -0.568
H -2.068 1.292 5.400 0.218
H -2.697 2.460 4.210 0.232
H -1.037 2.613 4.797 0.239
H -1.820 -0.690 4.484 0.237
H -1.065 -2.228 2.655 0.270
```

Results
E_HOMO (eV): -11.6775
Gap between HOMO and LUMO (eV): 6.85
Relative energy (zero: lowest compared OMol25 entry of this formula, charge and spin) (kJ/mol): 0.0
Lowest unoccupied orbital energy (eV): -4.82
Total charge: +1

***

(4)
A molecular structure, C19H27ClIN3O2RhS in a non-equilibrium geometry, computed with the ωB97M-V functional and the def2-TZVPD basis.

Structure (XYZ):
```
55
Properties=species:S:1:pos:R:3:nbo_charge:R:1
Rh -0.069 -0.561 0.095 1.235
C 1.525 2.061 1.254 -0.247
C 0.785 1.406 2.409 -0.242
N 0.244 0.039 2.108 -0.503
C -1.074 -0.175 2.752 -0.248
C -2.131 0.816 2.256 -0.553
S -2.030 1.237 0.489 0.327
C -1.412 2.950 0.472 -0.540
C -0.119 3.045 -0.342 -0.233
N 0.786 1.973 0.003 -0.659
H 2.465 1.533 1.102 0.240
H 1.766 3.098 1.520 0.202
H -0.057 2.022 2.709 0.200
H 1.446 1.337 3.275 0.226
H 0.901 -0.669 2.423 0.414
H -0.990 -0.069 3.839 0.220
H -1.376 -1.197 2.528 0.236
H -2.106 1.757 2.802 0.235
H -3.115 0.385 2.431 0.257
H -1.284 3.305 1.494 0.217
H -2.186 3.563 0.013 0.249
H 0.323 4.039 -0.197 0.197
H -0.355 2.944 -1.402 0.216
H 1.470 1.848 -0.730 0.413
Cl 5.157 -5.067 -0.043 0.035
C 4.207 -3.624 -0.113 -0.076
C 4.813 -2.414 -0.312 -0.208
C 4.068 -1.220 -0.373 -0.227
I 5.022 0.589 -0.698 0.197
C 2.694 -1.253 -0.242 0.282
O 1.903 -0.218 -0.338 -0.719
C 2.078 -2.509 -0.005 0.085
N 0.723 -2.453 0.162 -0.395
C 0.060 -3.574 0.368 0.092
C 0.705 -4.818 0.417 -0.267
C 2.062 -4.895 0.261 -0.095
C 2.800 -3.714 0.048 -0.029
H 5.887 -2.373 -0.422 0.251
H -1.005 -3.469 0.497 0.246
H 0.109 -5.704 0.579 0.243
H 2.576 -5.846 0.299 0.248
C -3.642 -2.515 0.931 -0.622
C -3.087 -1.941 -0.373 0.256
C -3.018 -3.024 -1.454 -0.611
C -4.017 -0.844 -0.882 -0.637
O -1.721 -1.580 -0.142 -0.826
H -4.587 -3.027 0.750 0.230
H -3.833 -1.725 1.660 0.196
H -2.953 -3.232 1.379 0.201
H -4.017 -3.398 -1.682 0.219
H -2.407 -3.873 -1.141 0.200
H -2.586 -2.611 -2.365 0.220
H -4.977 -1.303 -1.124 0.224
H -3.626 -0.379 -1.788 0.219
H -4.214 -0.069 -0.148 0.208
```

Results
E_HOMO (alpha / beta) (eV): -10.4925 / -10.4928
Gap between HOMO and LUMO (alpha / beta) (eV): 6.08 / 6.09
Relative energy (zero: lowest compared OMol25 entry of this formula, charge and spin) (kJ/mol): 319.9
Lowest unoccupied orbital energy (alpha / beta) (eV): -4.41 / -4.41
Total charge: +1

***

Repeat the first record exactly.
2 unconnected molecules or ions with the total composition C19H27BF2N3O6 in a non-equilibrium geometry, computed with the ωB97M-V functional and the def2-TZVPD basis.

Structure (XYZ):
```
58
Properties=species:S:1:pos:R:3:nbo_charge:R:1
C -3.184 1.675 -1.512 -0.671
C -2.338 2.539 -2.601 0.034
C -3.163 3.141 -3.858 -0.654
C -0.929 2.803 -2.465 -0.233
C 0.196 1.653 -2.256 -0.445
C 0.921 1.708 -0.806 -0.402
C 0.625 0.337 -0.002 -0.227
C -0.747 0.545 0.859 -0.623
C 1.789 -0.107 1.023 -0.395
C 2.139 -1.702 0.961 -0.461
C 0.804 -2.616 0.865 0.277
N -0.181 -2.433 1.867 -0.182
N -1.266 -3.184 1.806 0.125
O -2.150 -2.970 2.845 -0.263
C -1.653 -1.873 3.654 0.480
N -1.608 -0.787 4.201 -0.243
C -1.726 -4.177 0.888 0.608
F -2.975 -4.837 1.046 -0.249
C -0.746 -4.521 -0.315 -0.209
C 0.568 -3.687 -0.254 0.104
C 1.720 -3.856 -1.366 -0.860
B 1.629 -5.198 -2.274 1.204
O 2.127 -5.089 -3.652 -0.911
O 1.160 -6.501 -1.869 -0.911
H -3.214 2.220 -0.489 0.228
H -2.800 0.598 -1.424 0.208
H -4.272 1.640 -1.901 0.223
H -2.829 4.224 -4.059 0.236
H -4.281 3.116 -3.601 0.209
H -2.992 2.455 -4.772 0.229
H -0.541 3.883 -2.517 0.219
H 1.008 1.846 -3.039 0.234
H -0.296 0.648 -2.499 0.197
H 0.502 2.585 -0.187 0.238
H 2.061 1.859 -0.904 0.213
H 0.420 -0.486 -0.799 0.184
H -0.480 0.768 1.959 0.216
H -1.298 1.476 0.462 0.239
H -1.399 -0.404 0.771 0.182
H 2.771 0.453 0.755 0.242
H 1.571 0.122 2.122 0.218
H 2.819 -1.839 0.052 0.245
H 2.762 -2.048 1.878 0.266
H -1.026 -5.301 -1.095 0.290
H 1.686 -2.940 -2.073 0.290
H 2.725 -3.791 -0.784 0.296
H 1.426 -4.579 -4.142 0.498
H 0.304 -6.624 -2.353 0.499
C 1.635 3.081 3.638 -0.133
C 1.102 4.454 3.891 0.441
O 1.502 5.173 2.743 -0.472
C 1.556 4.254 1.741 0.965
O 1.595 4.528 0.576 -0.555
O 1.552 2.979 2.224 -0.497
F 1.690 5.011 4.975 -0.317
H 2.677 2.968 3.949 0.209
H 1.038 2.306 4.124 0.208
H 0.014 4.502 3.995 0.159
```

Results
E_HOMO (eV): -9.6925
Gap between HOMO and LUMO (eV): 4.22
Lowest unoccupied orbital energy (eV): -5.47
Total charge: +1